Molecular formula: C6H24FO6
Method: DFT, ωB97M-V/def2-TZVPD

Summary:
total charge: -1
relative energy (zero: lowest compared OMol25 entry of this formula, charge and spin): 0.516 eV
F_max: 1.7 eV/A
Kohn-Sham gap: 9.620 eV

Each line ends with the natural charge from an NBO analysis.
Element x y z (Å)
F  0.71765  -0.56553  -0.76629  -0.89
C  -2.20153  -1.52051  1.18342  -0.23
O  -1.35762  -2.15985  0.26719  -0.77
H  -2.86264  -2.26122  1.63330  0.16
H  -1.60787  -1.10160  1.99594  0.16
H  -2.84113  -0.76232  0.73158  0.15
H  -0.62087  -1.59333  0.02667  0.52
C  -2.66920  -1.84577  -3.01899  -0.24
O  -1.35788  -1.39231  -2.79701  -0.72
H  -2.77212  -2.85484  -2.61988  0.16
H  -3.32746  -1.14843  -2.50081  0.13
H  -2.98597  -1.77891  -4.05979  0.16
H  -1.09210  -1.68525  -1.92229  0.50
C  3.69783  -2.00022  0.63236  -0.24
O  2.34258  -2.38029  0.56101  -0.77
H  4.28474  -2.61070  1.31862  0.15
H  4.17126  -2.06732  -0.34716  0.15
H  3.75429  -0.96098  0.95623  0.16
H  1.87852  -1.70171  0.06525  0.51
C  0.93233  0.12168  2.75488  -0.25
O  1.33160  0.66982  1.50993  -0.80
H  0.89160  -0.96013  2.62788  0.19
H  1.57015  0.40540  3.59201  0.16
H  -0.07424  0.48518  2.96174  0.15
H  1.08163  0.03873  0.83108  0.52
C  1.71828  3.75081  -0.25401  -0.25
O  1.48315  2.49865  -0.85972  -0.73
H  0.78147  4.28380  -0.41649  0.15
H  1.88596  3.66270  0.81941  0.17
H  2.47731  4.32222  -0.78830  0.15
H  1.52064  1.82447  -0.17732  0.50
C  -1.59177  2.06655  -0.40216  -0.25
O  -1.84356  1.26557  -1.56162  -0.70
H  -1.65563  3.09327  -0.76252  0.14
H  -2.29629  1.87956  0.40825  0.14
H  -0.58275  1.92221  -0.01595  0.21
H  -2.78037  1.06069  -1.60638  0.45


Molecular formula: C6H24N12O6
Method: DFT, ωB97M-V/def2-TZVPD

Summary:
total charge: -1
relative energy (zero: lowest compared OMol25 entry of this formula, charge and spin): 0.929 eV
F_max: 7.7 eV/A
Kohn-Sham gap (alpha / beta): 2.302 / 9.346 eV
⟨S²⟩: 0.7503
2S+1: 2

Each line ends with the natural charge from an NBO analysis.
Element x y z (Å)
C  3.54871  0.96818  -3.16914  0.60
O  4.20349  0.81677  -2.12198  -0.78
N  2.71404  0.12151  -3.58382  -1.04
N  3.69202  1.93118  -4.03718  -0.88
H  2.47798  0.27745  -4.55338  0.24
H  2.48004  -0.62745  -2.94789  0.38
H  4.30099  2.68962  -3.76512  0.40
H  3.05478  1.88231  -4.81926  0.31
C  -6.02166  -0.12466  -1.81978  0.76
O  -6.36570  0.09669  -0.67748  -0.70
N  -6.71039  -0.14463  -2.91661  -0.83
N  -4.73102  -0.38089  -2.08091  -0.86
H  -6.39270  -0.57173  -3.77496  0.39
H  -7.69503  0.07308  -2.86018  0.39
H  -4.06590  -0.40348  -1.32117  0.44
H  -4.35147  -0.39459  -3.01678  0.37
C  -3.21325  -0.59978  1.24631  0.78
O  -2.91304  -0.67043  0.05959  -0.74
N  -2.33140  -0.33449  2.19405  -0.83
N  -4.43145  -0.78148  1.65773  -0.81
H  -2.59661  -0.47352  3.15864  0.39
H  -1.36241  -0.22509  1.93100  0.43
H  -5.13910  -1.00389  0.97227  0.43
H  -4.66417  -0.67971  2.63528  0.38
C  -0.16783  -2.34233  3.70305  0.74
O  -0.53365  -3.03716  4.62641  -0.74
N  0.08034  -1.14073  3.96812  -0.84
N  0.12554  -2.74875  2.51208  -0.84
H  0.09383  -0.97994  4.96515  0.41
H  0.44321  -0.54680  3.23622  0.42
H  0.37054  -2.07971  1.79620  0.43
H  0.03623  -3.73384  2.30782  0.40
C  0.65623  0.03624  -0.05560  0.72
O  0.69740  -0.25643  1.13015  -0.80
N  -0.39070  -0.00136  -0.83558  -0.87
N  1.58472  0.64090  -0.61558  -0.79
H  -0.26893  0.41188  -1.74910  0.35
H  -1.28222  -0.34283  -0.50589  0.43
H  2.45832  0.59472  -0.11081  0.41
H  1.57497  0.61105  -1.62509  0.38
C  5.32503  2.10210  1.15728  0.74
O  5.74578  3.08196  0.57510  -0.69
N  4.67235  1.16982  0.56424  -0.87
N  5.35480  1.93888  2.41117  -0.80
H  4.57564  1.34784  -0.42523  0.45
H  4.54118  0.18402  0.74058  0.39
H  5.10730  1.02967  2.77474  0.38
H  5.71295  2.61983  3.06550  0.39


Molecular formula: C6H24N12O6
Method: DFT, ωB97M-V/def2-TZVPD

Summary:
relative energy (zero: lowest compared OMol25 entry of this formula, charge and spin): 1.254 eV
F_max: 3.6 eV/A
Kohn-Sham gap: 10.060 eV

Each line ends with the natural charge from an NBO analysis.
Element x y z (Å)
N  9.86522  9.57832  10.88682  -0.84
C  10.01547  9.06514  12.16816  0.79
N  11.14134  9.53233  12.83810  -0.86
O  9.21266  8.38872  12.73333  -0.66
H  10.77701  9.77329  10.48242  0.37
H  9.35690  9.14353  10.17988  0.41
H  11.99714  9.82762  12.41572  0.38
H  11.37064  9.14440  13.75855  0.40
N  9.88121  6.28836  5.47656  -0.85
C  8.47380  6.01267  5.63808  0.79
N  7.47197  6.88900  5.29218  -0.84
O  8.08473  4.97433  6.08970  -0.69
H  10.38791  5.55997  6.03348  0.40
H  10.16532  7.27090  5.69370  0.41
H  6.53389  6.48924  5.14838  0.41
H  7.65134  7.65465  4.64046  0.39
N  11.02696  4.91017  9.59029  -0.86
C  12.31745  5.33321  9.85036  0.77
N  12.47615  6.42265  10.75468  -0.86
O  13.29958  4.89265  9.25704  -0.65
H  10.20799  5.48546  9.72650  0.42
H  11.02209  4.20086  8.82323  0.41
H  11.98135  6.41807  11.64695  0.39
H  13.41741  6.51983  10.95724  0.38
N  4.03397  7.13816  12.86339  -0.82
C  4.54630  5.87000  12.73912  0.78
N  4.21606  4.91566  13.67024  -0.83
O  5.11287  5.61999  11.67053  -0.70
H  4.67298  7.72286  12.29668  0.40
H  3.83705  7.52270  13.74968  0.38
H  4.34643  3.97673  13.39030  0.41
H  3.65733  5.18647  14.45171  0.39
N  9.50466  9.43158  7.31306  -0.88
C  10.79105  9.28566  6.90893  0.76
N  11.45287  8.29670  7.66087  -0.89
O  11.23851  10.03884  6.06047  -0.65
H  8.94591  8.81720  7.90099  0.42
H  8.96653  10.16841  6.87322  0.40
H  12.43304  8.09653  7.54452  0.41
H  10.94687  7.72790  8.36925  0.42
N  6.98232  6.13157  8.59231  -0.84
C  7.63311  6.99174  9.40982  0.80
N  6.91108  7.56290  10.46095  -0.86
O  8.78073  7.34990  9.13864  -0.78
H  7.52573  5.54262  7.93121  0.44
H  6.25720  5.63889  9.11079  0.39
H  6.06741  7.10859  10.61348  0.40
H  7.48529  8.02347  11.17988  0.43